Record 1
{"formula": "C22H25N6O5Pd", "method": "ωB97M-V/def2-TZVPD", "relative_energy_kcal_mol": 10.9, "energy_ha": -1685.685165, "max_force_ev_per_a": 1.32, "e_lumo_ev": [-3.3, -5.6], "multiplicity": 5, "charge": 1, "species": ["Pd", "O", "C", "C", "C", "C", "C", "C", "C", "O", "N", "N", "C", "C", "C", "C", "C", "C", "C", "O", "H", "H", "H", "H", "H", "H", "H", "H", "H", "H", "N", "C", "C", "C", "N", "H", "H", "H", "H", "H", "H", "H", "H", "H", "H", "C", "N", "C", "C", "C", "O", "N", "C", "O", "H", "H", "H", "H", "H"], "positions_angstrom": [[-0.565, -0.561, 0.322], [-0.165, 3.439, -2.145], [1.165, 3.565, -2.080], [1.741, 4.717, -2.617], [3.109, 4.872, -2.620], [3.946, 3.884, -2.090], [3.395, 2.768, -1.513], [2.001, 2.592, -1.481], [1.405, 1.455, -0.795], [0.178, 1.177, -0.943], [2.231, 0.741, -0.001], [1.673, -0.172, 0.745], [2.503, -0.963, 1.399], [2.174, -1.978, 2.306], [3.241, -2.654, 2.954], [3.011, -3.599, 3.904], [1.677, -3.919, 4.276], [0.620, -3.317, 3.674], [0.804, -2.348, 2.634], [-0.215, -1.883, 2.053], [-0.412, 2.564, -1.797], [1.082, 5.464, -3.039], [3.546, 5.767, -3.042], [5.019, 4.002, -2.129], [4.021, 2.000, -1.081], [3.563, -0.785, 1.228], [4.256, -2.391, 2.682], [3.840, -4.098, 4.386], [1.507, -4.659, 5.048], [-0.401, -3.556, 3.939], [-2.240, -2.195, 0.021], [-2.383, -2.986, -1.209], [-1.136, -3.797, -1.529], [0.010, -2.949, -2.054], [0.636, -2.161, -0.977], [-2.129, -2.787, 0.839], [-3.063, -1.615, 0.139], [-2.602, -2.290, -2.019], [-3.234, -3.664, -1.107], [-1.394, -4.537, -2.286], [-0.809, -4.344, -0.636], [-0.360, -2.252, -2.807], [0.755, -3.597, -2.523], [1.423, -1.641, -1.350], [0.996, -2.785, -0.261], [-2.957, 3.444, 1.910], [-3.056, 2.546, 0.764], [-3.875, 2.816, -0.309], [-3.986, 1.986, -1.358], [-3.238, 0.731, -1.385], [-3.335, -0.124, -2.248], [-2.398, 0.574, -0.298], [-2.281, 1.423, 0.722], [-1.445, 1.151, 1.620], [-3.905, 3.956, 2.051], [-2.165, 4.178, 1.766], [-2.724, 2.857, 2.793], [-4.420, 3.748, -0.250], [-4.634, 2.195, -2.194]], "atomic_forces_ev_per_a": [[0.3882, -0.0862, -0.3208], [-0.0758, 0.2452, -0.0690], [0.2626, -0.1728, 0.0343], [-0.1479, 0.0312, -0.0503], [0.0001, -0.0723, 0.0456], [0.0983, -0.0394, 0.0260], [0.0211, 0.0785, -0.0112], [-0.3330, -0.0178, 0.0039], [-0.1614, 0.2543, -0.1781], [-0.0793, -0.4945, 0.2429], [0.8404, -0.0873, 0.1805], [-1.2323, 0.0652, -0.4609], [0.4623, -0.3715, 0.5294], [-0.4455, 0.3168, -0.3712], [0.2108, -0.3120, 0.2741], [0.2742, 0.1690, -0.1664], [-0.1794, 0.0775, -0.1008], [-0.0939, -0.0556, 0.0545], [0.2978, -0.0063, 0.1143], [-0.5450, 0.0668, -0.3274], [-0.0027, -0.0673, 0.0379], [0.0277, 0.0028, -0.0066], [-0.0389, 0.0048, -0.0408], [-0.0119, 0.0215, 0.0234], [0.0142, 0.0249, 0.0317], [-0.0403, 0.1221, -0.0158], [-0.0083, 0.0124, 0.0064], [-0.0135, 0.0087, 0.0122], [-0.0151, 0.0007, 0.0016], [0.0176, -0.0039, 0.0133], [0.0663, 0.2405, 0.2075], [0.1865, -0.1434, -0.2387], [-0.0073, 0.2585, 0.1014], [-0.1256, -0.0909, -0.0194], [-0.2996, 0.3475, 0.0533], [0.0582, 0.0576, 0.0838], [-0.0015, 0.0002, 0.1073], [-0.0522, -0.0089, 0.0519], [-0.0336, 0.0569, 0.0709], [0.0043, -0.0324, 0.0149], [-0.0045, -0.1205, -0.0613], [0.0393, -0.0086, -0.0281], [0.0308, 0.0568, -0.0071], [0.0466, 0.0361, 0.0420], [0.0718, 0.0186, 0.0352], [0.1524, 0.0901, 0.0766], [0.0912, -0.1582, 0.0187], [-0.0112, -0.0750, -0.1527], [-0.0069, -0.0437, 0.0192], [-0.0547, -0.0193, -0.1762], [0.0822, 0.0814, 0.0455], [0.3922, -0.3572, 0.2859], [-0.2687, 0.3966, 0.0528], [0.2795, -0.3197, -0.1051], [-0.0334, -0.0337, -0.0357], [-0.0136, -0.0150, -0.0376], [-0.0405, 0.0091, 0.0083], [-0.0166, -0.0093, 0.0339], [-0.0225, 0.0704, 0.0400]]}



Record 2
{"formula": "C22H25NO", "method": "ωB97M-V/def2-TZVPD", "relative_energy_kcal_mol": 69.1, "energy_ha": -983.237199, "max_force_ev_per_a": 3.71, "e_lumo_ev": 0.7, "multiplicity": 1, "smiles": "c1ccc2c(c1)CCc1ccccc1C2O[C@@H]1C[C@H]2CC[C@@H](C1)N2", "charge": 0, "species": ["C", "C", "C", "C", "C", "C", "C", "C", "C", "C", "C", "C", "C", "C", "C", "O", "C", "C", "C", "C", "C", "C", "C", "N", "H", "H", "H", "H", "H", "H", "H", "H", "H", "H", "H", "H", "H", "H", "H", "H", "H", "H", "H", "H", "H", "H", "H", "H", "H"], "positions_angstrom": [[0.902, 4.025, 1.098], [1.254, 2.925, 1.874], [1.240, 1.676, 1.222], [0.796, 1.528, -0.103], [0.554, 2.682, -0.925], [0.446, 3.913, -0.221], [0.175, 2.574, -2.347], [0.925, 1.646, -3.271], [1.899, 0.622, -2.753], [3.070, 0.407, -3.485], [3.960, -0.652, -3.226], [3.780, -1.465, -2.085], [2.649, -1.216, -1.281], [1.737, -0.257, -1.623], [0.550, 0.142, -0.700], [0.276, -0.816, 0.332], [-1.054, -1.030, 0.838], [-1.125, -0.699, 2.430], [-2.194, -1.555, 3.169], [-3.651, -1.409, 2.586], [-3.588, -2.364, 1.410], [-2.301, -3.096, 1.466], [-1.175, -2.534, 0.547], [-1.908, -2.931, 2.831], [0.748, 4.993, 1.613], [1.822, 3.259, 2.811], [1.424, 0.807, 1.763], [-0.010, 4.778, -0.720], [0.338, 3.562, -2.872], [-0.900, 2.321, -2.384], [0.160, 1.105, -3.965], [1.422, 2.256, -3.998], [3.191, 1.093, -4.341], [4.878, -0.529, -3.797], [4.530, -2.218, -1.904], [2.457, -1.767, -0.397], [-0.346, 0.265, -1.349], [-1.762, -0.409, 0.355], [-1.400, 0.366, 2.595], [-0.097, -0.869, 2.877], [-2.123, -1.374, 4.242], [-4.397, -1.710, 3.293], [-3.800, -0.377, 2.188], [-3.644, -1.724, 0.478], [-4.439, -3.031, 1.377], [-2.584, -4.106, 1.382], [-1.520, -2.565, -0.498], [-0.280, -3.168, 0.517], [-0.885, -3.074, 2.952]], "atomic_forces_ev_per_a": [[-1.6962, 0.7031, 0.1944], [1.9840, 1.0180, -0.6627], [-0.9722, 1.4287, -0.3623], [0.3724, 1.2239, -0.4266], [-0.1037, -0.0418, 2.8011], [0.6035, -0.7429, -0.4678], [-0.8376, 1.3325, -1.0063], [-1.0979, -1.9554, -1.2584], [1.0972, -1.7176, 0.5541], [-0.9210, 0.0170, -0.2758], [-0.1182, 1.3497, 0.9954], [-0.3148, 1.2016, -1.3864], [0.8615, -0.3541, -0.9564], [-1.5774, 2.2930, -0.1521], [-0.3252, -0.1199, 0.1937], [0.9907, 1.0936, -0.6961], [2.6071, -1.1744, 2.3663], [0.0370, 0.6644, -0.7544], [0.0343, 0.4015, -0.8769], [1.7891, 1.1910, -0.2466], [-1.3929, 1.9549, -2.1068], [1.3232, -0.0466, -0.2869], [-2.9431, -0.3837, -0.7189], [1.4253, -0.6490, 2.1417], [0.4485, -0.4942, -0.4539], [-1.2630, -1.4879, -0.9661], [0.4629, -1.4304, 0.8196], [0.5254, -0.2651, 0.0790], [-0.7603, -0.6531, 1.0717], [0.2526, 0.2748, -0.0736], [1.0626, 0.5829, 1.3178], [0.7287, 0.2272, -0.2730], [0.4262, -0.5494, 0.3790], [0.0009, -1.0274, 0.0847], [-0.1234, -0.1647, 0.4364], [-0.0306, -0.5613, 0.7048], [0.2763, -0.3412, 0.2516], [-0.8142, 0.4125, -0.8094], [0.4992, -0.3780, -0.3456], [-1.1557, 0.0520, -0.4815], [-0.1200, -0.0100, -0.0215], [-0.3386, 0.1413, 0.4967], [-0.2156, -0.6182, 0.7890], [-0.0647, -0.9332, 0.6608], [-0.1779, -0.1768, 0.0262], [0.5174, -1.6122, -0.9551], [-0.0141, -0.1928, 0.0141], [0.0769, 0.7221, 0.7551], [-1.0247, -0.2040, -0.1123]]}



Record 3
{"formula": "C22H25NO11", "method": "ωB97M-V/def2-TZVPD", "energy_ha": -1735.664440, "max_force_ev_per_a": 2.10, "e_lumo_ev": -1.3, "multiplicity": 1, "smiles": "C[C@@]1(CC=O)C(=O)OC[C@@H]1CCCN.O=C1C=C(O)C(=O)C=C1O.O=C1C=C(O)C(=O)C=C1O", "charge": 0, "species": ["C", "C", "C", "C", "O", "C", "O", "O", "C", "C", "C", "C", "C", "N", "H", "H", "H", "H", "H", "H", "H", "H", "H", "H", "H", "H", "H", "H", "H", "H", "H", "O", "C", "C", "C", "O", "C", "O", "C", "C", "O", "H", "H", "H", "H", "O", "C", "C", "C", "O", "C", "O", "C", "C", "O", "H", "H", "H", "H"], "positions_angstrom": [[-1.376, -1.780, -1.915], [-1.326, -0.288, -1.476], [-2.726, 0.040, -0.933], [-3.011, -0.557, 0.442], [-3.304, -1.711, 0.654], [-0.159, -0.034, -0.508], [-0.187, 0.286, 0.651], [0.935, -0.230, -1.300], [0.699, 0.681, -2.404], [-0.832, 0.501, -2.747], [-1.457, 1.864, -3.065], [-1.494, 2.214, -4.566], [-2.215, 1.201, -5.451], [-1.337, 0.087, -5.879], [-0.382, -2.235, -1.906], [-1.808, -1.877, -2.914], [-2.001, -2.378, -1.245], [-2.822, 1.128, -0.839], [-3.517, -0.310, -1.605], [-2.946, 0.131, 1.315], [1.369, 0.321, -3.184], [0.923, 1.670, -1.987], [-0.795, -0.206, -3.572], [-0.828, 2.626, -2.584], [-2.459, 2.008, -2.652], [-0.496, 2.459, -4.949], [-2.058, 3.152, -4.647], [-3.150, 0.820, -5.030], [-2.496, 1.740, -6.372], [-1.794, -0.420, -6.630], [-0.509, 0.497, -6.301], [-0.502, -2.057, 1.904], [-0.863, -2.347, 3.026], [-1.180, -3.704, 3.451], [-1.588, -3.933, 4.704], [-1.888, -5.156, 5.145], [-1.735, -2.822, 5.703], [-2.127, -3.096, 6.823], [-1.397, -1.470, 5.284], [-0.986, -1.240, 4.029], [-0.664, -0.024, 3.592], [-1.073, -4.495, 2.722], [-2.154, -5.042, 6.078], [-1.491, -0.681, 6.016], [-0.406, -0.131, 2.651], [3.476, 2.526, 3.964], [3.862, 2.170, 2.866], [2.987, 1.592, 1.858], [3.486, 1.208, 0.676], [2.720, 0.674, -0.279], [4.945, 1.353, 0.351], [5.341, 0.969, -0.734], [5.817, 1.953, 1.352], [5.316, 2.339, 2.531], [6.070, 2.894, 3.478], [1.939, 1.490, 2.103], [3.326, 0.486, -1.020], [6.862, 2.068, 1.100], [5.467, 3.076, 4.224]], "atomic_forces_ev_per_a": [[0.2272, -0.4677, 0.6661], [-0.7930, -0.4882, -0.6210], [0.0723, 0.8524, 0.4219], [0.1200, -0.2967, 0.5073], [0.0199, 0.4316, -0.4088], [-0.8981, -0.7410, -0.4784], [0.4013, -0.1151, -0.8238], [-0.6829, 0.2132, 0.2702], [-0.5936, -1.0984, 0.5508], [1.1133, 0.1958, 0.7159], [0.4622, 0.1298, -0.3744], [-0.6929, 0.0949, 0.5705], [0.5541, 0.3168, -1.4683], [-0.1064, 0.0225, 0.3141], [-0.0768, 0.1167, -0.2047], [0.0819, 0.1931, 0.0703], [0.1289, 0.1595, 0.0664], [-0.1321, -0.1545, 0.1041], [0.2665, -0.0436, -0.1076], [0.0513, 0.0277, -0.3377], [-0.0163, 0.5485, -0.1134], [0.1647, 0.0837, -0.6133], [-0.7197, 0.3898, -0.2143], [-0.2890, 0.0046, 0.0875], [0.0204, -0.3193, -0.1164], [-0.0513, -0.3441, -0.0525], [0.1309, -0.0594, -0.0064], [0.2524, -0.0394, 0.3097], [-0.2963, 0.1050, 0.3198], [0.0062, -0.0875, 0.1046], [0.0080, -0.0586, 0.0444], [0.1122, -0.1029, 0.0620], [-0.0742, -0.4993, -0.0935], [0.0636, 0.1104, -0.1394], [0.0601, -0.3418, -0.3411], [-0.0383, 0.2919, 0.2542], [0.0582, 0.5693, 0.0821], [-0.0130, -0.3215, -0.0560], [-0.0857, -0.1697, 0.1857], [-0.0200, 0.5235, 0.3333], [0.0044, -0.4578, -0.2578], [-0.0296, -0.0092, 0.0110], [-0.0205, -0.0272, 0.0154], [0.0017, 0.0128, -0.0189], [-0.0250, 0.1428, -0.0842], [0.3077, 0.1173, 0.0753], [-0.5239, -0.1808, -0.1797], [0.0198, 0.1052, 0.2281], [-0.4453, -0.0572, 0.0106], [1.6867, 0.8753, 0.8928], [0.4662, 0.1536, 0.1881], [-0.2819, -0.0591, -0.0955], [-0.0067, -0.0872, -0.2076], [0.4853, 0.0586, -0.1004], [-0.3825, -0.0552, 0.0656], [-0.0122, -0.0365, -0.0416], [-0.0586, -0.1336, -0.0368], [0.0015, 0.0002, 0.0278], [0.0172, 0.0062, 0.0379]]}



Record 4
{"formula": "C22H26ClOTl", "method": "ωB97M-V/def2-TZVPD", "energy_ha": -1561.565216, "max_force_ev_per_a": 5.27, "e_lumo_ev": [4.5, 3.9], "multiplicity": 1, "charge": -2, "species": ["Tl", "C", "C", "C", "H", "C", "C", "H", "H", "H", "H", "C", "C", "C", "H", "C", "C", "H", "H", "H", "H", "O", "C", "C", "C", "C", "C", "H", "H", "H", "H", "H", "H", "H", "H", "H", "H", "Cl", "C", "C", "C", "C", "C", "C", "C", "H", "H", "H", "H", "H", "H"], "positions_angstrom": [[-0.176, 0.019, -0.222], [-3.111, 0.768, 1.505], [-2.160, 1.658, 2.082], [-1.864, 2.668, 1.124], [-1.735, 1.587, 3.094], [-2.638, 2.406, -0.043], [-3.405, 1.231, 0.193], [-4.126, 0.778, -0.505], [-3.558, -0.108, 1.997], [-1.173, 3.515, 1.269], [-2.660, 3.024, -0.952], [-0.080, -2.129, -2.698], [-1.456, -1.739, -2.759], [-1.517, -0.424, -3.322], [-2.315, -2.347, -2.443], [-0.179, 0.003, -3.601], [0.710, -1.054, -3.216], [1.806, -1.036, -3.314], [0.303, -3.091, -2.329], [-2.432, 0.151, -3.524], [0.115, 0.961, -4.055], [1.620, 1.038, 0.343], [2.297, 3.782, -1.671], [2.859, 3.611, -0.151], [0.799, 4.009, -1.667], [2.967, 2.776, -2.592], [2.443, 2.253, 0.740], [2.574, 4.492, 0.435], [3.955, 3.658, -0.175], [3.405, 1.785, 1.073], [1.982, 2.628, 1.696], [0.765, 4.969, -2.198], [0.286, 4.103, -0.702], [0.204, 3.254, -2.222], [3.629, 3.447, -3.151], [2.264, 2.261, -3.278], [3.549, 1.957, -2.136], [-2.520, -3.489, 0.967], [-1.303, -4.081, 2.005], [-1.351, -5.379, 2.490], [-0.296, -5.878, 3.277], [0.846, -5.092, 3.502], [0.915, -3.795, 3.022], [-0.215, -3.200, 2.364], [-0.282, -1.831, 2.157], [-2.213, -6.000, 2.260], [-0.363, -6.884, 3.695], [1.684, -5.505, 4.067], [1.799, -3.170, 3.186], [0.587, -1.216, 2.391], [-1.238, -1.346, 1.990]], "atomic_forces_ev_per_a": [[-1.3260, -0.2365, -0.7842], [-0.0035, 0.2269, -0.1259], [0.0286, 0.0610, -0.1821], [-0.1779, -0.1383, -0.0041], [-0.1780, -0.0005, -0.5102], [-0.0222, -0.1146, 0.2825], [-0.0075, 0.1676, 0.2045], [0.4966, 0.1919, 0.3397], [0.2373, 0.3943, -0.2582], [-0.3485, -0.5264, -0.0879], [0.0699, -0.3771, 0.4091], [-0.2325, 0.4874, -0.3285], [0.5073, 0.3600, -0.4712], [0.5006, -0.4514, 0.0950], [0.4522, 0.3479, -0.0939], [-0.1392, -0.6119, 0.3076], [-0.5845, 0.0496, 0.0228], [-0.5819, -0.0187, 0.1137], [-0.1839, 0.4895, -0.1212], [0.4844, -0.2699, 0.2144], [-0.1661, -0.4829, 0.2711], [3.0381, 3.8295, 0.3194], [0.0615, -2.9992, 4.3288], [-0.8350, -0.4934, -1.4115], [0.2498, 0.2140, -1.1121], [-0.5986, 0.5798, -0.6350], [-0.7819, -1.8315, 0.4919], [-0.3175, -0.1771, -0.0167], [-0.0249, -0.2907, -0.1283], [-0.3658, 0.5904, -0.4183], [0.2057, 0.0268, -0.9064], [-0.9741, 0.1138, -0.0530], [0.6010, 0.0462, 0.0139], [0.5309, 0.3262, 0.0405], [0.4320, -0.6100, -0.5954], [0.2387, 0.5191, 0.2114], [-0.2134, 0.6177, 0.3190], [-0.4366, 0.1157, -0.1625], [0.9485, -0.1661, 0.7689], [0.3449, 0.0769, 0.1721], [-0.1746, 0.1200, -0.1592], [0.0363, 0.0622, -0.0986], [-0.4320, -0.0609, -0.0555], [0.0436, -0.7937, -0.0698], [0.0794, 0.4260, 0.3744], [0.1630, 0.0940, 0.0003], [0.0365, 0.2531, -0.1690], [-0.2076, 0.0905, -0.1669], [-0.3735, -0.2457, 0.0086], [-0.3036, -0.0399, -0.0378], [0.2038, 0.0583, -0.1462]]}